This record from the Open Molecules 2025 dataset describes one molecule with the formula C3H3ClN2S at a distorted geometry. The level of theory is ωB97M-V/def2-TZVPD.

Each atom is followed by the atoms it is bonded to, with distances in Å.
Geometry (Å):
1 C -1.20229 -0.16863 -0.35092  C2 1.362, N4 1.347, H8 1.083
2 C 0.05517 0.12852 0.07921  C1 1.362, C3 1.447, S6 1.715
3 C 1.32411 0.04520 -0.61064  C2 1.447, Cl7 1.861, H9 1.075, H10 1.148
4 N -2.11019 -0.09623 0.64184  C1 1.347, N5 1.253
5 N -1.66933 0.18250 1.78109  N4 1.253, S6 1.659
6 S -0.02755 0.41841 1.76799  C2 1.715, N5 1.659
7 Cl 2.27407 -1.31423 0.23346  C3 1.861
8 H -1.59800 -0.11635 -1.35717  C1 1.083
9 H 1.85419 0.96627 -0.45156  C3 1.075
10 H 1.09981 -0.04546 -1.73332  C3 1.148

The total charge is 0. The calculation puts the energy above the lowest of the compared OMol25 structures with the same formula, charge and spin at 31.1 kcal per mole. Its HOMO-LUMO gap is 9.722 eV. As for the lowest unoccupied orbital energy: -0.11 eV. The calculation puts the max |F| at 2.0 eV/A.

---

This record from the Open Molecules 2025 dataset describes a 2-piece molecular cluster, C5H12N2O overall at a distorted geometry. The level of theory is ωB97M-V/def2-TZVPD.

Each atom is followed by the atoms it is bonded to, with distances in Å.
Geometry (Å):
1 C -1.31240 -0.73034 -0.62773  N6 1.368, O8 1.367, H11 1.084
2 C 0.12434 0.80220 -0.77680  C4 1.503, N7 1.453, H12 1.087
3 C -0.27236 -1.24612 1.49371  N6 1.380, H15 1.082, H16 1.086
4 C 0.63717 1.79582 0.22777  C2 1.503, C5 1.496, H17 1.092, H18 1.093
5 C 0.22903 0.90445 1.35746  C4 1.496, H19 1.082, H20 1.082
6 N -0.74633 -1.61359 0.25061  C1 1.368, C3 1.380, H10 1.013
7 N 1.09646 -0.06872 -1.41461  C2 1.453, H13 1.016, H14 1.017
8 O -1.36937 -1.13533 -1.93220  C1 1.367, H9 0.985
9 H -0.44732 -1.02641 -2.25997  O8 0.985
10 H -0.20957 -2.33240 -0.21913  N6 1.013
11 H -2.18950 -0.19988 -0.27473  C1 1.084
12 H -0.54946 1.22956 -1.51509  C2 1.087
13 H 1.60712 -0.59084 -0.70820  N7 1.016
14 H 1.77955 0.46570 -1.94575  N7 1.017
15 H -1.04469 -1.03850 2.22268  C3 1.082
16 H 0.56403 -1.83509 1.85716  C3 1.086
17 H 0.11277 2.75296 0.20219  C4 1.092
18 H 1.71375 1.97237 0.15677  C4 1.093
19 H -0.71713 1.17700 1.80642  C5 1.082
20 H 0.99389 0.71715 2.09945  C5 1.082

The total charge is 0. The calculation puts the energy above the lowest of the compared OMol25 structures with the same formula, charge and spin at 135.7 kcal per mole. Its HOMO-LUMO gap is 8.670 eV. As for the lowest unoccupied orbital energy: 0.97 eV. The calculation puts the max |F| at 2.8 eV/A.

---

Q: Which of these has the lowest max |F|?
A: C3H3ClN2S